C6H14N2O | ωB97M-V/def2-TZVPD

Calculated values
Kohn-Sham gap   8.377 eV
Structure (SMILES)   C=CN(C)N.C=C(C)O
M   130.19 g mol⁻¹

Last columns: bonded neighbours and bond lengths (Å).
Atoms and positions in Å:
1 C 1.359 -1.591 1.175  C2 1.340, H6 1.078, H7 1.075
2 C 1.770 -0.581 0.397  C1 1.340, N3 1.365, H8 1.081
3 N 1.599 0.749 0.655  C2 1.365, C4 1.442, N5 1.407
4 C 2.305 1.758 -0.094  N3 1.442, H9 1.095, H10 1.090, H11 1.088
5 N 1.106 1.183 1.899  N3 1.407, H12 1.019, H13 1.021
6 H 0.976 -1.448 2.172  C1 1.078
7 H 1.525 -2.608 0.870  C1 1.075
8 H 2.171 -0.778 -0.588  C2 1.081
9 H 3.280 1.997 0.343  C4 1.095
10 H 1.694 2.660 -0.103  C4 1.090
11 H 2.452 1.435 -1.123  C4 1.088
12 H 0.153 0.835 1.993  N5 1.019
13 H 1.659 0.781 2.658  N5 1.021
14 C -3.070 -1.464 -0.886  C15 1.325, H18 1.077, H19 1.079
15 C -2.084 -0.583 -0.800  C14 1.325, C16 1.498, O17 1.476
16 C -1.961 0.626 -1.676  C15 1.498, H20 1.088, H21 1.090, H22 1.090
17 O -0.840 -0.771 -0.027  C15 1.476, H23 0.995
18 H -3.876 -1.347 -1.591  C14 1.077
19 H -3.117 -2.319 -0.229  C14 1.079
20 H -2.855 0.771 -2.278  C16 1.088
21 H -1.102 0.506 -2.335  C16 1.090
22 H -1.784 1.505 -1.057  C16 1.090
23 H -1.357 -1.314 0.626  O17 0.995